# 1
Density functional theory data (the ωB97M-V functional and the def2-TZVPD basis) for 9 unconnected molecules or ions with the total composition C30H43N11O2 at a distorted geometry.

As for the LUMO energy: 0.127 eV. The highest occupied orbital energy comes out at -7.64 eV. The energy above the lowest of the compared OMol25 structures with the same formula, charge and spin comes out at 0.000 eV. As for the multiplicity: 1. As for the SMILES: c1cc[nH]c1.c1cc[nH]c1.c1cc[nH]c1.c1cc[nH]c1.c1cc[nH]c1.c1cc[nH]c1.c1cc[nH]c1.NC(N)=O.NC(N)=O. For the orbital gap, the calculation gives 7.767 eV. The total energy comes out at -52293.201 eV. The net charge is 0.

Structure (XYZ):
```
86
Properties=species:S:1:pos:R:3:mulliken_charge:R:1
C -1.34849 -4.14020 2.82755 0.0555
C 0.01599 -4.09013 2.56584 -0.3900
C 0.60634 -3.42462 3.55781 -0.7768
N -0.37810 -2.95093 4.39468 0.1095
C -1.59219 -3.36443 3.96290 -1.0044
H -2.03297 -4.69960 2.20710 0.4652
H 0.34859 -4.51016 1.62810 0.4434
H 1.65435 -3.35036 3.80791 0.3841
H -0.18293 -2.44528 5.24693 0.2118
H -2.45677 -3.15075 4.57385 0.4287
C -3.60434 -4.99756 -1.16042 -0.5312
C -4.25245 -3.78324 -0.97170 -0.6008
C -3.37505 -2.88756 -0.43039 -0.6473
N -2.13407 -3.56034 -0.23149 0.7376
C -2.28446 -4.83586 -0.70299 -0.6992
H -4.09329 -5.86116 -1.58648 0.4214
H -5.28775 -3.57182 -1.19496 0.4308
H -3.46034 -1.88909 -0.02767 0.5312
H -1.32478 -3.17880 0.23711 -0.2489
H -1.46298 -5.51770 -0.53968 0.4908
C -4.32026 2.11343 -0.82587 -1.0489
C -4.33012 3.22957 -0.02466 -0.4306
C -3.46779 3.02104 1.04208 -0.6833
N -2.87294 1.82449 0.81036 0.2939
C -3.30592 1.31369 -0.32273 -0.0302
H -4.82513 1.85512 -1.74499 0.4803
H -4.86160 4.15596 -0.18502 0.3881
H -3.23604 3.55347 1.95269 0.3663
H -2.24174 1.31775 1.41445 0.1520
H -3.05249 0.29705 -0.58465 0.4638
C -0.53650 2.07888 -4.63163 -0.5243
C -1.29096 1.23418 -3.80775 -1.0589
C -0.58214 0.13890 -3.39375 -0.3338
N 0.65187 0.28388 -4.02371 0.2353
C 0.70776 1.38226 -4.74663 -0.7106
H -0.89544 2.99008 -5.08693 0.4089
H -2.30016 1.46779 -3.50225 0.4326
H -0.84707 -0.75217 -2.84404 0.6079
H 1.39561 -0.39894 -4.05049 0.6223
H 1.54640 1.60434 -5.38986 0.4473
C 3.38807 -1.73298 -4.09227 -0.7087
C 2.41889 -2.50324 -4.76064 -0.3937
C 1.39416 -2.69555 -3.82993 -0.6523
N 1.85017 -2.23054 -2.61173 0.2611
C 3.03446 -1.61700 -2.76491 -0.4070
H 4.36760 -1.49104 -4.47748 0.4507
H 2.44533 -2.86951 -5.77630 0.4273
H 0.48462 -3.27131 -3.91726 0.4116
H 1.39880 -2.28532 -1.70986 0.0527
H 3.49471 -1.07333 -1.95312 0.4250
C 1.66048 3.92006 -0.54326 -0.5653
C 0.48241 4.20135 0.07891 -0.3101
C -0.46572 3.74895 -0.73300 -0.9372
N 0.07525 3.16322 -1.87432 0.2004
C 1.46254 3.35521 -1.80896 -0.6950
H 2.60523 4.10517 -0.05379 0.5551
H 0.42437 4.70899 1.03041 0.7141
H -1.52621 3.59510 -0.59851 0.2951
H -0.39608 2.69310 -2.63388 0.2990
H 2.16093 3.11350 -2.59651 0.4385
C 3.77735 0.22278 1.49836 -0.1474
C 3.96159 1.57050 1.72288 0.1739
C 5.24144 1.82594 2.19138 -0.9968
N 5.83277 0.57000 2.32788 0.0170
C 4.94083 -0.38106 1.83188 -1.0097
H 2.89984 -0.34291 1.22203 0.6522
H 3.18922 2.29123 1.49843 0.2896
H 5.76019 2.71815 2.50960 0.3917
H 6.72638 0.39784 2.76598 0.1858
H 5.24946 -1.41594 1.84481 0.4091
N -1.17484 2.99949 4.73610 -0.4644
C -0.51562 2.57579 3.68660 0.5793
N 0.41459 3.39757 3.32604 -0.2432
O -0.71112 1.52304 3.10024 -0.7451
H -1.00717 3.93552 5.07645 0.1466
H -2.06846 2.56972 4.92805 0.2626
H 1.06798 3.24302 2.57151 0.0763
H 0.48604 4.24906 3.86452 0.1425
N 0.40855 0.44839 0.17406 0.8910
C 0.10788 -0.83211 0.53126 0.2543
N -0.25363 -0.93443 1.75938 0.1794
O 0.04086 -1.76602 -0.22859 -0.5517
H 0.41877 1.18750 0.86233 -0.2528
H 0.69224 0.57118 -0.78748 -0.2585
H -0.41981 -0.10525 2.31162 0.0923
H -0.51500 -1.85498 2.08242 0.1751
```

# 2
Density functional theory data (the ωB97M-V functional and the def2-TZVPD basis) for 2 unconnected molecules or ions with the total composition C3H6N2O2 at a distorted geometry.

As for the LUMO energy (spin up / spin down): 0.806 / 0.765 eV. The highest occupied orbital energy (spin up / spin down) comes out at -6.31 / -6.57 eV. The energy above the lowest of the compared OMol25 structures with the same formula, charge and spin comes out at 3.946 eV. As for the multiplicity: 1. For the orbital gap (spin up / spin down), the calculation gives 7.117 / 7.333 eV. The total energy comes out at -10280.851 eV. The net charge is 0.

Structure (XYZ):
```
13
Properties=species:S:1:pos:R:3:nbo_charge:R:1
C -0.18212 1.10691 0.11580 0.0620
C 0.39387 -1.87374 -1.60249 1.0326
C -1.00746 -0.93259 1.00009 -0.4331
N 1.03305 1.88081 -0.23505 -0.8322
N -0.05221 0.06015 0.97528 -0.4835
O 1.02520 -2.82456 -1.35127 -0.5348
O -0.24279 -1.00300 -1.89180 -0.5069
H -0.91358 1.17949 -0.73411 0.1882
H -1.06247 -1.36362 1.98196 0.1690
H -1.77951 -1.20405 0.31585 0.2050
H 1.45040 2.18259 0.58512 0.3528
H 0.63123 2.62313 -0.79225 0.3704
H 0.70638 0.16848 1.63287 0.4105
```

# 3
Density functional theory data (the ωB97M-V functional and the def2-TZVPD basis) for a molecular structure, C6H7NO at a distorted geometry.

As for the LUMO energy: 0.575 eV. The highest occupied orbital energy comes out at -8.16 eV. The energy above the lowest of the compared OMol25 structures with the same formula, charge and spin comes out at 6.719 eV. As for the multiplicity: 1. For the orbital gap, the calculation gives 8.733 eV. The total energy comes out at -9865.939 eV. The net charge is 0.

Structure (XYZ):
```
15
Properties=species:S:1:pos:R:3:nbo_charge:R:1
C 2.16602 -1.00841 -0.11327 -0.6691
C 1.07378 -0.05949 0.08455 0.2673
C 0.16786 1.97507 0.17380 0.0175
C -0.86691 0.98283 -0.05460 -0.1191
C -2.26273 0.06726 -0.22803 -0.2381
C -0.29016 -0.30108 0.15599 -0.0149
H 1.98587 -2.12262 -0.62329 0.2440
H 2.74647 -0.61583 -0.93436 0.2316
H 2.88970 -1.10292 0.79053 0.2270
H 0.07992 2.99860 -0.14428 0.2103
H -3.31289 0.41685 0.47691 0.2089
H -2.78606 0.22399 -1.20498 0.2249
H -1.54418 -1.40261 1.46105 0.3418
N -1.37078 -1.30757 0.10015 -0.5383
O 1.32406 1.25593 0.05982 -0.3940
```

# 4
Density functional theory data (the ωB97M-V functional and the def2-TZVPD basis) for C4H6O2 in the gas phase.

As for the LUMO energy: -0.358 eV. The highest occupied orbital energy comes out at -9.44 eV. The energy above the lowest of the compared OMol25 structures with the same formula, charge and spin comes out at 2.247 eV. As for the multiplicity: 1. For the orbital gap, the calculation gives 9.086 eV. The total energy comes out at -8338.214 eV. The net charge is 0.

Structure (XYZ):
```
12
Properties=species:S:1:pos:R:3:nbo_charge:R:1
C -1.49453 0.05388 0.42530 -0.6817
C -0.33966 0.35601 -0.45382 0.2231
C 0.92838 0.72661 0.01591 -0.6679
C 1.41920 -0.99342 -0.22515 0.9199
O 2.56109 -1.19829 0.05016 -0.5536
O 0.42026 -1.60322 -0.65455 -0.6754
H -2.10294 0.96747 0.48111 0.2470
H -1.17204 -0.20760 1.43578 0.2336
H -2.11306 -0.74564 0.01438 0.2506
H -0.53692 0.41068 -1.52128 0.2166
H 1.57979 1.29754 -0.64096 0.2498
H 1.04117 0.93200 1.07910 0.2381
```

# 5
Density functional theory data (the ωB97M-V functional and the def2-TZVPD basis) for 2 unconnected molecules or ions with the total composition C11H12IOP at a distorted geometry.

As for the LUMO energy: -1.216 eV. The highest occupied orbital energy comes out at -8.03 eV. The energy above the lowest of the compared OMol25 structures with the same formula, charge and spin comes out at 0.160 eV. As for the multiplicity: 1. As for the SMILES: C/C=C/c1ccc(OI)cc1.CC#P. For the orbital gap, the calculation gives 6.812 eV. The total energy comes out at -31033.981 eV. The net charge is 0.

Structure (XYZ):
```
26
Properties=species:S:1:pos:R:3:nbo_charge:R:1
C -0.73701 0.22110 -3.49213 -0.6422
C -0.65504 0.68278 -2.10667 -0.2066
C 0.29872 0.19047 -1.33727 -0.1839
C 0.70669 0.50808 0.07604 -0.0978
C 1.88602 0.05075 0.61609 -0.1595
C 2.26300 0.33145 1.93318 -0.3089
C 1.30084 0.82744 2.80015 0.2949
O 1.53444 1.00805 4.13727 -0.6562
I 3.25356 0.47161 5.09650 0.4382
C 0.04088 1.15078 2.36630 -0.2666
C -0.19192 1.07527 1.00022 -0.1706
H -1.18964 -0.90823 -3.48590 0.2052
H -1.45492 0.81598 -4.13136 0.2258
H 0.30186 0.13410 -3.87798 0.2238
H -1.48900 1.22304 -1.64576 0.1959
H 0.94395 -0.43918 -1.94327 0.1962
H 2.49904 -0.47293 -0.15896 0.2173
H 3.25490 -0.06145 2.20357 0.2336
H -0.60410 1.47527 3.22305 0.2370
H -1.18061 1.53213 0.81277 0.2127
C -2.30714 -1.41051 -0.44572 -0.7240
C -0.96410 -2.01324 -0.26552 -0.5073
P 0.33373 -2.77565 0.01865 0.5262
H -2.38542 -0.44321 0.07395 0.2344
H -2.36353 -1.16499 -1.46697 0.2385
H -3.09519 -2.00891 -0.00023 0.2438
```